[1]
A molecular structure, C23H53BCl2N4O2SSi2 at a distorted geometry, computed with ωB97M-V/def2-TZVPD.

The total energy is -87077.1683 eV. As for the charge: 0. For the LUMO energy, the calculation gives -0.0393 hartree. The HOMO energy is -4.99 eV. As for the spin multiplicity: 1. The value obtained for the maximum force is 2.98 eV/A. The gap between HOMO and LUMO is 3.919 eV.

The geometry in XYZ format:
```
88
Properties=species:S:1:pos:R:3:forces:R:3:mulliken_charge:R:1
C -0.922 1.632 4.967 0.3 -0.4 0.2 -0.74
C -0.410 1.025 3.879 -1.1 0.1 0.0 -0.66
C -1.206 0.965 2.587 1.7 2.4 0.0 -0.44
N -1.279 -0.443 2.114 0.5 0.4 0.8 1.44
C -1.534 -0.670 0.659 0.2 -0.5 -1.3 -0.07
C -0.493 0.000 -0.233 0.2 -0.1 0.4 -0.94
C 0.935 -0.519 0.010 -0.1 0.3 -0.4 -0.68
N 1.117 -1.961 -0.151 -0.3 0.1 0.6 -0.47
C -2.999 -0.697 0.166 -0.2 -0.4 1.1 -0.60
C -3.805 0.581 -0.167 0.0 0.0 -0.6 -0.03
Cl -4.979 0.094 -1.496 0.0 0.0 0.2 -0.12
C -3.203 1.855 -0.796 -0.7 0.1 -1.2 -0.06
C -2.475 1.689 -2.155 0.8 0.5 1.0 -1.32
Cl -2.377 2.988 0.317 0.1 -0.3 0.1 -0.18
C -3.726 -1.704 1.140 -0.5 0.3 -0.1 0.80
C -5.199 -1.979 0.808 -0.6 0.1 0.2 -2.22
N -5.875 -2.826 1.812 -0.2 0.1 -0.2 -0.22
C -7.117 -2.228 2.324 -0.3 -0.1 0.1 -0.88
C -3.572 -1.387 2.641 0.5 -0.3 -1.0 0.19
S -4.461 0.072 3.299 0.1 0.5 0.5 -0.22
C -2.083 -1.316 3.023 -0.6 -0.3 0.5 -1.13
B -1.464 -2.772 3.226 0.0 -0.1 0.4 0.44
O -2.105 -3.555 4.168 -0.5 -0.1 -0.9 -0.61
O -0.344 -3.176 2.572 -0.8 0.0 -0.2 -0.55
C -0.258 -4.576 2.222 1.1 -0.1 -0.8 -0.57
C -1.045 -4.844 0.938 0.2 0.3 0.9 -0.67
H -1.348 2.629 4.932 -1.5 -0.6 -0.3 0.30
H -0.918 1.105 5.917 1.5 0.9 0.5 0.28
H 0.593 0.605 3.907 -0.5 -1.3 0.3 0.44
H -2.174 1.426 2.714 -0.3 -0.4 0.0 0.53
H -0.656 1.583 1.880 -0.2 -0.5 -0.7 0.44
H -0.313 -0.763 2.247 -0.1 -0.2 -0.3 0.66
H -1.249 -1.719 0.535 -0.2 -0.1 0.4 -0.85
H -0.766 -0.275 -1.250 -0.1 0.2 -0.1 0.46
H -0.477 1.082 -0.141 -0.1 0.1 -0.2 0.24
H 1.259 -0.176 0.999 0.3 -0.2 0.0 0.40
H 1.569 -0.009 -0.720 0.1 0.1 0.2 -0.23
H 0.351 -2.371 -0.674 0.2 0.0 -0.2 0.36
H 1.128 -2.417 0.754 0.0 -0.1 -0.1 0.23
H -2.949 -1.270 -0.759 0.3 0.2 -0.2 1.21
H -4.460 0.882 0.638 0.2 0.1 0.2 0.12
H -4.085 2.418 -1.079 -0.2 0.1 0.4 0.63
H -2.448 0.659 -2.488 0.0 0.0 -0.2 0.35
H -2.920 2.339 -2.899 -0.3 -0.2 -0.1 0.27
H -1.465 2.071 -2.021 0.2 -0.3 -0.2 0.39
H -3.196 -2.649 0.973 0.1 -0.1 0.2 -0.11
H -5.732 -1.029 0.756 0.0 0.0 0.0 0.58
H -5.330 -2.429 -0.175 0.4 0.1 -0.1 0.54
H -6.195 -3.657 1.330 0.4 -0.2 0.1 0.34
H -7.453 -2.746 3.220 0.1 -0.1 0.0 0.30
H -7.940 -2.273 1.601 0.1 0.1 -0.1 0.36
H -6.979 -1.189 2.604 0.2 0.1 0.0 0.25
H -3.943 -2.244 3.192 -0.3 0.0 0.0 0.80
H -5.373 0.412 2.374 0.2 -0.4 -0.1 0.10
H -2.098 -0.916 4.041 0.5 0.4 -0.1 0.10
H -2.537 -4.319 3.754 0.2 0.0 0.6 0.34
H 0.792 -4.756 2.000 0.1 0.1 0.1 0.31
H -0.510 -5.245 3.042 -0.3 0.2 0.2 0.44
H -0.839 -4.031 0.248 0.0 0.0 -0.2 0.06
H -0.682 -5.768 0.497 -0.3 -0.1 -0.1 0.49
H -2.112 -4.871 1.164 -0.1 -0.2 -0.3 0.19
C 7.559 3.203 -5.157 0.1 0.4 0.2 -1.03
Si 6.375 3.136 -3.684 -0.6 -1.4 -0.5 0.12
C 5.349 4.728 -3.731 0.3 0.4 0.1 -1.06
C 7.440 3.188 -2.120 0.2 0.5 0.0 -1.05
N 5.447 1.731 -3.821 -0.2 0.5 0.8 -0.21
Si 4.262 1.268 -2.729 1.2 0.1 -1.4 0.30
C 2.830 2.509 -2.597 -0.4 -0.3 0.5 -0.35
C 4.924 0.965 -0.978 -0.6 -0.1 0.3 -0.98
C 3.509 -0.369 -3.320 -0.4 0.0 0.4 -0.84
H 8.189 4.099 -5.115 0.0 0.0 -0.1 0.28
H 8.212 2.327 -5.160 0.0 0.0 0.0 0.25
H 7.000 3.223 -6.094 0.0 0.0 0.0 0.25
H 5.994 5.602 -3.884 -0.1 0.0 0.0 0.36
H 4.807 4.886 -2.796 -0.1 0.0 0.0 0.30
H 4.628 4.695 -4.550 0.0 -0.1 0.0 0.26
H 7.968 2.242 -1.983 0.0 0.0 0.0 0.26
H 6.839 3.384 -1.229 0.0 -0.1 0.0 0.30
H 8.191 3.986 -2.186 0.0 0.0 0.1 0.35
H 3.124 3.406 -2.048 0.0 0.0 -0.1 0.31
H 1.973 2.067 -2.061 -0.1 0.1 0.0 -0.36
H 2.487 2.804 -3.590 0.1 0.0 0.0 0.28
H 5.824 0.350 -1.011 0.0 0.0 -0.1 0.28
H 4.179 0.440 -0.360 0.1 0.0 0.1 0.23
H 5.159 1.903 -0.470 0.1 0.0 0.0 0.33
H 4.276 -1.142 -3.374 0.0 0.0 0.0 0.27
H 3.065 -0.246 -4.310 0.1 0.0 0.0 0.29
H 2.722 -0.718 -2.634 0.0 -0.1 -0.1 0.06
```
Positions in Å, forces in eV/Å.

=====

[2]
A molecular structure, C23H53F7GaO12S, computed with ωB97M-V/def2-TZVPD.

The total energy is -131508.7484 eV. As for the charge: -1. For the LUMO energy, the calculation gives 0.0720 hartree. The HOMO energy is -5.97 eV. As for the spin multiplicity: 1. The value obtained for the maximum force is 0.81 eV/A. The gap between HOMO and LUMO is 7.934 eV.

The geometry in XYZ format:
```
97
Properties=species:S:1:pos:R:3:forces:R:3:mulliken_charge:R:1
O 0.394 -0.612 6.619 0.1 0.1 0.0 -0.66
S -0.664 -1.284 5.877 -0.2 0.2 0.0 0.75
O -1.938 -0.584 5.746 0.0 0.1 0.0 -0.68
Ga -1.116 -3.552 6.588 -0.2 -0.8 0.0 0.54
C -0.065 -1.150 4.072 -0.1 0.0 -0.4 0.38
F -0.463 0.066 3.600 0.2 -0.6 0.1 -0.27
F -0.693 -2.120 3.336 0.3 0.5 0.3 -0.27
C 1.457 -1.215 3.760 0.1 0.3 -0.2 0.67
F 1.592 -1.208 2.388 0.0 0.1 0.5 -0.29
F 2.061 -0.105 4.249 -0.2 -0.5 -0.3 -0.27
C 2.276 -2.449 4.227 -0.4 0.2 0.1 0.51
F 3.488 -2.392 3.685 0.6 0.2 -0.3 -0.28
F 1.703 -3.563 3.815 -0.3 -0.5 -0.3 -0.22
F 2.423 -2.506 5.537 -0.1 0.2 0.4 -0.22
H -0.303 -4.498 5.605 0.1 0.2 0.0 -0.26
H -0.631 -3.563 8.090 0.1 0.2 0.0 -0.27
H -2.679 -3.656 6.383 0.0 0.2 0.0 -0.23
C 3.900 -0.800 -3.461 0.0 0.0 0.0 -0.67
O 3.596 -0.138 -2.248 0.1 0.0 0.0 -0.22
C 2.783 -0.899 -1.366 -0.1 0.0 0.0 -0.68
C 3.585 -1.564 -0.273 0.1 -0.1 0.1 -0.19
O 4.498 -2.524 -0.787 0.0 0.0 -0.1 -0.42
C 5.823 -2.049 -0.890 0.0 0.0 0.0 -0.58
H 4.691 -0.233 -3.948 0.0 0.0 0.0 0.05
H 4.243 -1.823 -3.290 0.0 0.0 0.0 0.43
H 3.033 -0.818 -4.130 0.0 0.0 0.0 0.30
H 2.224 -1.655 -1.928 0.0 0.0 0.0 0.37
H 2.062 -0.217 -0.906 0.0 0.0 0.0 0.37
H 2.902 -2.082 0.404 0.0 0.0 0.0 0.21
H 4.119 -0.806 0.309 0.0 0.0 0.0 0.30
H 6.286 -1.957 0.100 0.0 0.0 0.0 0.33
H 5.867 -1.079 -1.394 0.0 0.0 0.0 0.14
H 6.385 -2.778 -1.473 0.0 0.0 0.0 0.26
C -5.072 -0.691 7.041 0.0 0.0 0.0 -0.52
O -5.706 -1.951 6.879 0.0 0.0 -0.1 -0.25
C -7.094 -1.941 7.109 0.0 0.0 0.1 -0.60
C -7.880 -1.943 5.814 0.0 0.0 -0.1 -0.43
O -7.685 -0.765 5.054 0.0 0.0 0.0 -0.38
C -6.698 -0.898 4.042 0.0 0.0 0.0 -0.66
H -4.079 -0.751 6.601 0.0 -0.1 0.0 0.08
H -5.639 0.100 6.541 0.0 0.0 0.0 0.33
H -4.981 -0.444 8.105 0.0 0.0 0.0 0.28
H -7.384 -1.075 7.716 0.0 0.0 0.0 0.32
H -7.350 -2.848 7.668 0.0 0.0 0.0 0.37
H -8.950 -2.014 6.041 0.0 0.0 0.0 0.39
H -7.598 -2.824 5.226 0.0 0.0 0.0 0.30
H -7.076 -1.507 3.212 0.0 0.0 0.0 0.13
H -5.777 -1.338 4.427 0.0 0.0 0.0 0.49
H -6.481 0.102 3.670 0.0 0.0 0.0 0.22
C 3.065 3.255 -8.418 0.0 0.0 0.0 -0.69
O 2.726 3.795 -7.157 0.0 0.0 0.0 -0.37
C 1.957 2.919 -6.349 0.0 0.0 -0.1 -0.74
C 2.800 2.189 -5.329 0.0 -0.1 0.1 -0.20
O 3.738 1.318 -5.936 0.0 0.1 -0.2 -0.35
C 5.056 1.835 -5.958 0.0 -0.1 0.1 -0.48
H 3.811 3.913 -8.861 0.0 0.0 0.0 0.24
H 3.484 2.250 -8.327 0.0 0.0 0.0 0.28
H 2.191 3.218 -9.079 0.0 0.0 0.0 0.33
H 1.427 2.193 -6.974 0.0 0.0 0.0 0.36
H 1.211 3.523 -5.824 0.0 0.0 0.0 0.39
H 2.145 1.583 -4.694 0.0 0.0 0.0 0.35
H 3.312 2.911 -4.684 0.0 0.0 0.0 0.24
H 5.500 1.812 -4.959 0.0 0.1 0.0 -0.06
H 5.083 2.862 -6.332 0.0 0.0 0.0 0.42
H 5.648 1.201 -6.616 0.0 0.0 0.0 0.32
C 10.091 3.564 -2.029 0.0 0.0 0.0 -0.67
O 9.214 4.661 -2.193 0.0 0.0 0.0 -0.37
C 8.806 4.876 -3.532 0.1 0.0 0.0 -0.59
C 7.437 4.301 -3.817 -0.1 0.0 0.0 -0.45
O 7.416 2.890 -3.710 0.1 0.0 0.0 -0.38
C 6.866 2.413 -2.492 0.0 0.0 0.0 -0.88
H 10.169 3.372 -0.961 0.0 0.0 0.0 0.25
H 9.713 2.668 -2.527 0.0 0.0 0.0 0.27
H 11.088 3.797 -2.420 0.0 0.0 0.0 0.32
H 9.536 4.446 -4.226 0.0 0.0 0.0 0.34
H 8.776 5.957 -3.699 0.0 0.0 0.0 0.38
H 7.154 4.561 -4.842 0.0 0.0 0.0 0.35
H 6.700 4.747 -3.141 0.0 0.0 0.0 0.36
H 5.778 2.533 -2.476 0.0 0.0 0.0 0.36
H 7.296 2.927 -1.629 0.0 0.0 0.0 0.49
H 7.099 1.351 -2.427 0.0 0.0 0.0 0.19
C -10.387 -1.141 -1.886 0.0 0.0 0.0 -0.69
O -10.765 -2.053 -0.875 0.0 0.0 0.0 -0.37
C -9.706 -2.886 -0.433 0.0 0.0 -0.1 -0.70
C -9.077 -2.391 0.850 0.0 0.0 0.1 -0.38
O -8.440 -1.139 0.687 0.0 0.0 -0.1 -0.36
C -9.197 -0.041 1.162 0.0 0.0 0.1 -0.72
H -11.202 -0.428 -1.999 0.0 0.0 0.0 0.24
H -9.475 -0.601 -1.621 0.0 0.0 0.0 0.30
H -10.232 -1.654 -2.842 0.0 0.0 0.0 0.32
H -8.938 -2.967 -1.209 0.0 0.0 0.0 0.35
H -10.121 -3.884 -0.262 0.0 0.0 0.0 0.39
H -8.316 -3.111 1.167 0.0 0.0 0.0 0.40
H -9.836 -2.334 1.638 0.0 0.0 0.0 0.34
H -9.219 -0.031 2.257 0.0 0.0 0.0 0.27
H -10.221 -0.061 0.781 0.0 0.0 0.0 0.36
H -8.705 0.865 0.813 0.0 0.0 0.0 0.25
```
Positions in Å, forces in eV/Å.

=====

> Among the records above, which one has the lowest gap between HOMO and LUMO?

C23H53BCl2N4O2SSi2